Record 1
Entry from the OMol25 dataset: a cluster of 3 separate species, C9H16O7 in total (the ωB97M-V functional and the def2-TZVPD basis).

CARTESIAN COORDINATES (ANGSTROEM)
C (-4.09, -6.22, 0.86)
C (-4.62, -6.98, 2.02)
C (-6.11, -7.11, 2.23)
O (-6.42, -8.42, 2.22)
C (-5.24, -9.17, 2.01)
O (-5.19, -10.45, 1.99)
O (-4.21, -8.31, 2.03)
H (-4.37, -6.67, -0.09)
H (-3.01, -6.31, 0.92)
H (-4.45, -5.20, 0.83)
H (-4.24, -6.54, 2.94)
H (-6.55, -6.69, 1.32)
H (-6.42, -6.56, 3.12)
C (4.49, 6.56, -2.54)
C (5.17, 6.64, -1.20)
C (5.28, 7.99, -0.55)
O (4.82, 7.88, 0.72)
C (4.13, 6.75, 0.90)
O (3.39, 6.40, 1.82)
O (4.32, 5.99, -0.20)
H (5.13, 7.08, -3.25)
H (3.65, 7.24, -2.72)
H (4.26, 5.56, -2.90)
H (6.10, 6.08, -1.25)
H (4.71, 8.75, -1.08)
H (6.28, 8.44, -0.55)
C (0.54, 0.89, -1.71)
O (0.00, -0.40, -1.54)
H (0.61, 1.14, -2.77)
H (-0.07, 1.64, -1.20)
H (1.59, 0.96, -1.41)
H (0.51, -0.99, -0.97)

Output
LUMO level	0.6	eV
E_HOMO	-10.488	eV
orbital gap	11.044	eV
charge	0
SMILES	C[C@H]1COC(=O)O1.C[C@H]1COC(=O)O1.CO
calculated total energy	-23923.4610	eV

Record 2
Entry from the OMol25 dataset: a structure of composition C9H16OReS4 (the ωB97M-V functional and the def2-TZVPD basis).

CARTESIAN COORDINATES (ANGSTROEM)
Re (0.59, -0.95, -1.25)
C (-2.05, 0.83, -0.38)
C (-2.75, -0.48, -0.71)
S (-1.71, -1.99, -0.88)
C (-1.56, -2.66, 0.82)
C (-0.72, -1.87, 1.80)
S (0.90, -1.50, 1.04)
C (1.63, -0.02, 1.82)
C (2.79, 0.49, 0.98)
S (2.57, 0.56, -0.85)
C (1.82, 2.20, -1.20)
C (0.38, 2.38, -0.73)
S (-0.74, 1.22, -1.61)
H (-1.64, 0.86, 0.62)
H (-2.80, 1.63, -0.45)
H (-3.28, -0.40, -1.67)
H (-3.52, -0.68, 0.04)
H (-1.17, -3.68, 0.69)
H (-2.58, -2.80, 1.22)
H (-0.55, -2.48, 2.70)
H (-1.19, -0.94, 2.14)
H (2.01, -0.31, 2.81)
H (0.85, 0.73, 2.00)
H (3.66, -0.16, 1.11)
H (3.09, 1.48, 1.32)
H (1.90, 2.34, -2.28)
H (2.46, 2.97, -0.74)
H (0.07, 3.39, -1.03)
H (0.26, 2.32, 0.35)
O (0.70, -1.35, -4.37)
C (0.56, -1.11, -3.30)

Output
LUMO level (spin up / spin down)	-18.3 / -18.8	eV
spin multiplicity	4
E_HOMO (spin up / spin down)	-25.130 / -25.817	eV
orbital gap (spin up / spin down)	6.870 / 7.002	eV
charge	+4
calculated total energy	-57061.2865	eV

Record 3
Entry from the OMol25 dataset: a cluster of 2 separate species, C9H17BBrFNO7P in total (the ωB97M-V functional and the def2-TZVPD basis).

CARTESIAN COORDINATES (ANGSTROEM)
C (-0.15, -3.37, 2.44)
C (0.04, -2.65, 0.96)
C (-1.34, -1.79, 0.69)
C (1.42, -1.77, 0.81)
C (2.30, -1.89, 2.23)
C (2.43, -2.27, -0.39)
O (2.69, -1.27, -1.43)
B (1.48, -0.99, -2.25)
O (0.67, -2.01, -2.95)
N (-0.59, -2.06, -2.48)
O (-0.80, -3.28, -2.34)
P (1.02, 0.90, -2.41)
O (-0.28, 1.32, -1.33)
Br (2.88, 2.03, -1.75)
H (0.69, -4.16, 2.68)
H (-0.22, -2.53, 3.25)
H (-1.18, -3.93, 2.43)
H (0.08, -3.53, 0.17)
H (-1.07, -0.66, 0.57)
H (-1.97, -2.22, -0.23)
H (-2.07, -1.87, 1.63)
H (1.15, -0.62, 0.72)
H (1.74, -1.40, 3.14)
H (3.29, -1.24, 2.07)
H (2.62, -3.01, 2.39)
H (3.49, -2.52, 0.10)
H (2.07, -3.30, -0.87)
H (0.04, 1.04, -0.41)
O (-4.57, 4.97, 0.22)
C (-3.43, 4.91, -0.23)
O (-2.43, 4.16, 0.32)
C (-1.33, 4.26, -0.56)
C (-1.60, 5.54, -1.28)
F (-1.13, 5.50, -2.54)
O (-3.01, 5.59, -1.33)
H (-1.32, 3.40, -1.23)
H (-0.39, 4.29, -0.01)
H (-1.22, 6.43, -0.77)

Output
LUMO level	-1.2	eV
E_HOMO	-9.289	eV
orbital gap	8.120	eV
charge	0
SMILES	CC(C)[C@@H](C)COB(ON=O)P(O)Br.O=C1OC[C@@H](F)O1
calculated total energy	-108152.0796	eV

Record 4
Entry from the OMol25 dataset: a structure of composition C9H17BFeN9O2S2Se2Te2 (the ωB97M-V functional and the def2-TZVPD basis).

CARTESIAN COORDINATES (ANGSTROEM)
Fe (-0.27, 0.18, -1.46)
N (1.91, 1.27, 0.40)
N (3.14, 0.83, -0.07)
C (3.18, 0.01, -1.14)
N (4.39, -0.27, -1.62)
N (2.00, -0.43, -1.58)
N (1.95, -1.30, -2.64)
O (0.81, -1.53, -3.00)
O (2.93, -1.83, -3.14)
H (1.75, 2.25, 0.21)
H (1.76, 1.02, 1.37)
H (3.98, 1.32, 0.19)
H (5.21, 0.17, -1.23)
H (4.46, -0.90, -2.40)
C (2.15, -2.63, 0.75)
N (1.40, -1.68, 1.54)
C (1.85, -1.09, 2.71)
C (0.82, -0.36, 3.19)
N (-0.26, -0.51, 2.35)
B (-1.67, 0.03, 2.80)
N (-2.63, 0.37, 1.63)
C (-3.93, -0.06, 1.57)
C (-4.56, 0.60, 0.57)
N (-3.62, 1.44, 0.00)
C (-3.84, 2.39, -1.07)
C (-2.44, 1.26, 0.64)
S (-0.97, 2.01, 0.19)
C (0.11, -1.31, 1.34)
S (-0.81, -1.76, -0.04)
H (3.18, -2.29, 0.67)
H (1.69, -2.70, -0.23)
H (2.13, -3.61, 1.22)
H (2.85, -1.26, 3.08)
H (0.74, 0.24, 4.08)
H (-2.22, -0.83, 3.45)
H (-1.44, 1.01, 3.46)
H (-4.30, -0.79, 2.27)
H (-5.57, 0.56, 0.21)
H (-4.89, 2.34, -1.36)
H (-3.21, 2.16, -1.92)
H (-3.60, 3.39, -0.71)
Se (0.20, 2.07, -3.04)
Te (0.22, 1.09, -5.31)
Te (-2.09, -0.29, -5.14)
Se (-2.50, -0.57, -2.79)

Output
LUMO level (spin up / spin down)	-0.2 / -1.8	eV
spin multiplicity	6
E_HOMO (spin up / spin down)	-6.817 / -7.091	eV
orbital gap (spin up / spin down)	6.653 / 5.301	eV
charge	0
calculated total energy	-229128.9454	eV

Record 5
Entry from the OMol25 dataset: the molecule C9H17BN2O5 (the ωB97M-V functional and the def2-TZVPD basis).

CARTESIAN COORDINATES (ANGSTROEM)
O (-1.03, -1.34, 0.20)
C (-0.09, -0.70, -0.21)
C (0.09, -0.37, -1.67)
C (-1.11, 0.45, -2.08)
C (-2.15, -0.55, -2.71)
O (-3.21, -0.69, -1.72)
C (-1.37, -1.84, -3.02)
N (-0.01, -1.62, -2.55)
N (0.80, -0.17, 0.70)
C (1.85, 0.74, 0.35)
C (2.69, 0.93, 1.68)
O (3.82, 0.11, 1.67)
C (1.72, 0.57, 2.87)
C (0.52, -0.12, 2.17)
B (-0.76, 0.77, 2.45)
O (-1.04, 1.73, 1.46)
O (-1.55, 0.51, 3.56)
H (1.05, 0.10, -1.92)
H (-1.52, 1.06, -1.21)
H (-0.80, 1.19, -2.83)
H (-2.81, -0.16, -3.56)
H (-2.72, -0.97, -0.94)
H (-1.33, -2.00, -4.08)
H (-1.89, -2.61, -2.41)
H (0.57, -1.56, -3.41)
H (1.57, 1.71, -0.10)
H (2.47, 0.26, -0.34)
H (3.09, 1.99, 1.68)
H (3.65, -0.83, 1.47)
H (1.39, 1.52, 3.33)
H (2.21, -0.01, 3.65)
H (0.29, -1.07, 2.54)
H (-1.96, 2.06, 1.37)
H (-2.41, 0.92, 3.65)

Output
LUMO level	0.2	eV
E_HOMO	-8.936	eV
orbital gap	9.174	eV
charge	0
SMILES	O=C([C@@H]1C[C@H](O)CN1)N1C[C@H](O)C[C@H]1B(O)O
calculated total energy	-23504.7363	eV

Record 6
Entry from the OMol25 dataset: a structure of composition C9H17Cl2IrNO (the ωB97M-V functional and the def2-TZVPD basis).

CARTESIAN COORDINATES (ANGSTROEM)
Ir (0.52, -0.06, 0.49)
Cl (-0.09, -2.17, -0.13)
Cl (1.27, 1.78, 1.66)
C (2.01, 0.12, -0.64)
H (2.71, 0.94, -0.48)
H (2.40, -0.74, -1.19)
C (-0.60, 1.02, -0.73)
C (0.58, 0.69, -1.47)
H (-0.57, 1.99, -0.18)
C (0.42, -0.31, -2.66)
H (1.08, 1.61, -1.85)
C (-0.93, -0.22, -3.37)
H (1.24, -0.12, -3.38)
H (0.55, -1.35, -2.31)
C (-2.13, -0.17, -2.45)
H (-0.92, 0.69, -3.98)
H (-1.04, -1.06, -4.06)
C (-1.96, 0.94, -1.42)
H (-3.02, 0.07, -3.05)
H (-2.35, -1.13, -1.97)
H (-2.10, 1.93, -1.94)
H (-2.72, 0.86, -0.63)
C (1.38, -1.04, 4.64)
C (0.62, -0.70, 3.39)
N (-0.48, 0.05, 3.50)
O (1.04, -1.11, 2.27)
H (0.77, -0.86, 5.54)
H (2.28, -0.42, 4.70)
H (1.69, -2.08, 4.61)
H (-0.87, 0.51, 2.68)
H (-0.79, 0.35, 4.41)

Output
LUMO level (spin up / spin down)	2.9 / 2.9	eV
spin multiplicity	5
E_HOMO (spin up / spin down)	-0.587 / -3.890	eV
orbital gap (spin up / spin down)	3.528 / 6.762	eV
charge	-1
calculated total energy	-41027.0298	eV

Record 7
Entry from the OMol25 dataset: the molecule C9H17Cl2N (the ωB97M-V functional and the def2-TZVPD basis).

CARTESIAN COORDINATES (ANGSTROEM)
Cl (0.91, -1.70, -3.57)
C (0.28, -0.03, -3.56)
C (0.61, 0.75, -2.21)
C (0.43, 0.14, -0.92)
N (-0.97, 0.23, -0.53)
C (-1.77, -1.01, -0.86)
C (-1.60, -1.93, 0.40)
C (-2.13, -1.28, 1.74)
C (-1.42, 0.06, 1.88)
C (-1.55, 0.98, 0.59)
C (-0.94, 2.35, 0.71)
Cl (-1.83, 3.31, 1.83)
H (0.61, 0.46, -4.42)
H (-0.75, -0.17, -3.44)
H (-0.05, 1.60, -2.26)
H (1.60, 1.15, -2.34)
H (0.71, -0.92, -1.05)
H (1.20, 0.69, -0.30)
H (-1.51, -1.41, -1.85)
H (-2.85, -0.81, -0.87)
H (-2.18, -2.80, 0.24)
H (-0.59, -2.24, 0.52)
H (-3.23, -1.08, 1.77)
H (-1.90, -1.87, 2.61)
H (-0.37, -0.20, 2.09)
H (-1.84, 0.60, 2.71)
H (-2.66, 1.09, 0.38)
H (-0.91, 2.72, -0.34)
H (0.10, 2.25, 1.10)

Output
LUMO level	0.9	eV
E_HOMO	-7.979	eV
orbital gap	8.877	eV
charge	0
SMILES	ClCCCN1CCCC[C@H]1CCl
calculated total energy	-36142.6632	eV

Record 8
Entry from the OMol25 dataset: a cluster of 2 separate species, C9H17F3NO3PS in total (the ωB97M-V functional and the def2-TZVPD basis).

CARTESIAN COORDINATES (ANGSTROEM)
C (3.36, 2.56, -1.02)
O (2.12, 2.01, -1.41)
C (1.57, 0.98, -0.61)
C (2.55, 0.25, 0.31)
C (1.81, -0.90, 1.02)
P (1.68, -2.41, 0.08)
N (1.50, -2.20, -1.57)
C (2.53, -2.23, -2.26)
S (3.73, -2.27, -3.21)
H (3.53, 3.42, -1.66)
H (4.19, 1.87, -1.19)
H (3.36, 2.92, 0.01)
H (1.14, 0.26, -1.31)
H (0.74, 1.36, -0.01)
H (3.39, -0.15, -0.27)
H (2.93, 0.89, 1.10)
H (2.41, -1.18, 1.89)
H (0.82, -0.58, 1.39)
H (0.54, -3.09, 0.52)
H (2.74, -3.29, 0.29)
C (-3.64, 0.97, -0.96)
C (-3.82, 1.39, 0.50)
O (-4.00, 0.33, 1.42)
C (-2.82, -0.35, 1.92)
O (-1.82, 0.40, 2.30)
C (-2.29, -1.39, 0.90)
F (-3.20, -2.07, 0.17)
F (-1.58, -2.34, 1.57)
F (-1.42, -0.86, 0.00)
H (-4.32, 0.16, -1.22)
H (-3.84, 1.82, -1.61)
H (-2.62, 0.64, -1.17)
H (-4.75, 1.96, 0.56)
H (-3.01, 2.05, 0.83)
H (-3.29, -1.01, 2.69)

Output
LUMO level	-1.8	eV
E_HOMO	-6.439	eV
orbital gap	4.680	eV
charge	0
calculated total energy	-45513.5864	eV

> What is the charge in the seventh record?

0

> Look up the charge of the sixth one.

-1